[1]
ORCA calculation (the ωB97M-V functional and the def2-TZVPD basis) on C8H23LiO7 as an isolated structure at a distorted geometry.

The geometry in XYZ format:
```
39
Properties=species:S:1:pos:R:3:forces:R:3:mulliken_charge:R:1
Li 2.044020 -12.409810 17.169390 1.688 -0.415 -0.463 0.74
C 4.110560 -15.090490 17.098340 0.480 0.398 0.596 -0.91
C 4.507000 -13.675430 17.536140 -0.815 0.981 -0.643 -0.25
O 4.072790 -12.642950 16.727420 -0.957 0.561 -0.222 -0.99
H 4.379560 -15.675590 17.977760 -0.021 -0.727 -0.210 0.38
H 4.647330 -15.425620 16.210840 0.080 0.001 0.040 0.28
H 3.041750 -15.198710 16.913820 -0.126 0.165 0.042 0.10
H 5.582540 -13.600280 17.696340 0.523 -0.409 -0.003 0.30
H 4.063010 -13.473660 18.510960 -0.075 -0.590 0.988 0.18
C 0.989590 -10.654280 18.760060 -0.467 0.575 -0.535 -0.17
C 0.044880 -11.851730 18.537390 1.113 -0.988 0.246 -0.59
O 0.784680 -13.092570 18.645620 0.141 0.265 -0.034 -0.52
O 2.084310 -10.573400 17.824500 -1.727 -1.174 -0.044 -0.44
H 1.443230 -10.571660 19.747730 -0.571 -0.364 0.267 0.37
H 0.308970 -9.826670 18.560290 0.093 0.527 0.354 0.33
H -0.388930 -11.871030 17.537630 -0.033 0.566 -0.168 0.07
H -0.775420 -11.934220 19.250420 0.073 0.811 0.108 0.56
H 0.252570 -13.727350 19.130910 0.236 -0.125 -0.108 0.28
H 2.678380 -9.885990 18.134560 0.526 0.379 0.084 0.12
C 4.813840 -7.971260 18.305870 1.329 -1.848 0.346 -0.39
C 5.188380 -9.309460 17.622740 -0.385 -0.270 -1.001 -0.50
O 5.071830 -10.450780 18.450240 0.301 1.517 1.188 -0.57
O 3.506940 -8.062640 18.808220 -1.423 0.231 -0.186 -0.54
H 4.907270 -7.136840 17.610810 -0.206 -0.075 -0.033 0.28
H 5.543800 -7.845010 19.105440 -0.066 0.339 0.227 0.30
H 6.175290 -9.281670 17.160860 0.418 0.353 0.324 0.44
H 4.547770 -9.449850 16.752110 -0.419 0.085 -0.128 0.28
H 4.629920 -11.163150 17.982440 -0.284 -0.900 -1.094 0.43
H 3.436640 -8.284450 19.739590 0.638 0.031 -0.029 0.31
C -1.003770 -13.693880 14.706200 1.012 -0.075 0.339 -0.42
C 0.360370 -14.234520 15.125090 0.070 -0.634 0.054 -0.52
O 1.290840 -13.237940 15.547020 -0.571 0.151 -0.716 -0.15
O -1.038110 -12.914050 13.508650 0.182 -0.532 0.744 -0.52
H -1.253430 -13.112270 15.593610 -0.916 0.251 -0.117 0.17
H -1.637090 -14.571580 14.577250 -0.314 0.301 -0.020 0.37
H 0.770600 -14.898310 14.364040 0.329 0.275 -0.246 0.41
H 0.250110 -14.873410 16.001320 -0.417 -0.037 0.080 0.29
H 1.783970 -12.973820 14.766860 0.520 0.193 0.129 0.18
H -0.607790 -12.083230 13.723490 0.042 0.205 -0.153 0.31
```
Forces are in eV/Å.

Kohn-Sham gap: 6.7 eV
multiplicity: 1
E_HOMO: -0.2483 hartree

---

[2]
ORCA calculation (the ωB97M-V functional and the def2-TZVPD basis) on one molecule with the formula C8H10O2 at a distorted geometry.

The geometry in XYZ format:
```
20
Properties=species:S:1:pos:R:3:forces:R:3:mulliken_charge:R:1
C -0.394349 3.229117 -0.387081 -0.011 -6.483 3.041 -0.03
C -0.346219 2.122662 0.166460 -0.739 2.587 -2.094 -0.64
C 2.246671 -0.167177 -0.147882 -0.870 0.023 -1.327 0.54
C 0.789764 -0.445647 -0.901476 3.463 0.710 1.367 -0.91
C -0.268746 0.874252 0.777717 2.302 0.866 -1.958 -0.62
C -0.269595 -0.436989 0.174208 -2.403 -1.407 -1.584 1.96
C -1.545212 -0.578734 -0.761351 -1.913 1.170 -0.254 -1.52
C -0.290968 -1.543267 1.253074 -1.654 -0.215 -0.943 -1.79
O 3.294696 -0.614251 -0.589873 -0.688 -0.108 0.104 -0.65
O 2.086666 0.625535 0.829987 -1.201 0.469 0.552 -0.49
H -0.226584 4.133487 -0.739839 0.326 3.731 -1.548 0.57
H 0.623746 0.451532 -1.517385 0.282 -0.586 -0.143 0.36
H 0.943989 -1.357075 -1.457390 -0.601 -0.231 -0.336 0.42
H 0.009813 0.985194 1.745930 0.050 -0.119 3.302 0.49
H -1.579323 0.150983 -1.672356 0.357 -1.149 1.794 0.30
H -2.411528 -0.294363 -0.096341 0.433 -0.564 -0.975 0.41
H -1.726277 -1.597002 -1.192956 0.513 0.771 0.731 0.38
H 0.377787 -1.302636 2.030341 0.784 0.244 1.052 0.45
H 0.018633 -2.475932 0.815447 0.266 -0.415 -0.243 0.42
H -1.332956 -1.759694 1.670758 1.306 0.705 -0.539 0.35
```
Forces are in eV/Å.

Kohn-Sham gap (alpha / beta): 6.3 / 6.8 eV
multiplicity: 1
E_HOMO (alpha / beta): -0.3257 / -0.3285 hartree

---

[3]
ORCA calculation (the ωB97M-V functional and the def2-TZVPD basis) on one molecule with the formula C4H9NO2S at a distorted geometry.

The geometry in XYZ format:
```
17
Properties=species:S:1:pos:R:3:forces:R:3:mulliken_charge:R:1
C 0.411116 -1.111503 -0.821027 -1.597 0.199 4.816 -0.62
C 1.345814 -0.998108 0.386482 -2.899 1.744 -3.574 0.14
C 2.653246 -0.439186 0.294477 -0.734 2.880 0.357 -1.14
C -2.458979 1.527405 -0.403395 1.726 1.012 1.132 -0.88
N -0.126578 0.234103 -0.513518 1.904 -0.793 1.097 -0.45
O -0.965306 1.043823 1.731936 0.052 -0.701 -0.113 -0.64
O -2.094361 -0.964986 0.694869 1.070 1.291 -0.211 -0.66
S -1.384069 0.318665 0.549196 -1.669 0.927 0.606 1.15
H 0.828211 -1.042893 -1.762895 0.731 -0.899 -1.866 0.37
H -0.338970 -1.785176 -0.389005 -0.128 -0.868 -1.876 0.39
H 0.883957 -1.100352 1.335259 -0.330 -0.484 0.809 0.42
H 3.013650 -0.257627 -0.703033 -0.405 0.707 -0.512 0.33
H 3.312244 -1.173601 0.581432 1.823 -1.632 1.724 0.42
H 2.583282 0.467378 0.979093 1.105 -0.977 -0.866 0.24
H -2.773321 2.566812 -0.014231 0.386 -2.218 0.340 0.29
H -1.681372 1.763455 -1.091818 0.177 0.375 -1.233 0.30
H -3.208566 0.951783 -0.853820 -1.212 -0.563 -0.632 0.35
```
Forces are in eV/Å.

Kohn-Sham gap (alpha / beta): 8.6 / 8.6 eV
multiplicity: 1
E_HOMO (alpha / beta): -0.3435 / -0.3434 hartree

---

Electronic energy for every record listed, in sequence, given in Ha: -852.78060, -461.12461, -761.06981.
Relative energy (zero: lowest compared OMol25 entry of this formula, charge and spin) for every record listed, in sequence, given in kcal per mole: 20.9, 134.2, 121.5.